1.
The following is a DFT calculation (the ωB97M-V functional and the def2-TZVPD basis) of a molecular structure, C21H16AuBr2IN5O in a non-equilibrium geometry.

```
47
Properties=species:S:1:pos:R:3:forces:R:3:mulliken_charge:R:1
Au -0.329207 1.234316 0.377199 0.012 0.755 0.101 0.369
Br 0.538516 -5.070100 3.198850 -0.097 0.417 -0.197 -0.024
C 0.226402 -3.340560 2.533075 0.133 -0.493 0.272 -0.308
C 0.608079 -2.229901 3.277453 -0.024 0.158 -0.074 -0.725
C 0.377206 -0.980597 2.732422 -0.032 -0.260 0.091 -0.376
N -0.208070 -0.819705 1.543736 0.192 0.214 0.166 0.256
C -0.592917 -1.877510 0.832566 0.102 -0.034 0.128 0.662
C -0.379942 -3.167167 1.293455 -0.104 0.014 -0.181 -0.742
C -1.246688 -1.578297 -0.476204 0.003 -0.127 -0.009 0.886
C -1.942335 -2.544289 -1.183662 0.072 0.119 0.008 -0.738
C -2.527581 -2.216727 -2.403925 -0.302 -0.459 -0.286 -0.191
Br -3.490148 -3.513550 -3.355035 0.262 0.340 0.240 -0.003
C -2.396474 -0.926088 -2.905815 0.098 0.064 0.118 -0.670
C -1.704604 -0.007434 -2.147095 -0.060 0.114 -0.266 -0.336
N -1.157162 -0.328720 -0.967605 0.248 0.639 0.593 0.157
H 1.075921 -2.328280 4.246727 -0.002 -0.043 -0.001 0.487
H 0.659575 -0.080715 3.267078 0.014 -0.025 0.014 0.417
H -0.656417 -4.029812 0.705227 0.009 -0.024 0.043 0.498
H -2.042451 -3.544873 -0.790548 -0.016 0.001 -0.010 0.507
H -2.822507 -0.638230 -3.856470 -0.001 0.006 -0.001 0.493
H -1.575522 1.008781 -2.496106 -0.032 -0.002 0.027 0.466
I 0.078662 3.483464 2.077461 -0.260 -0.878 -0.751 0.281
C -1.890574 2.725469 2.251245 -0.010 0.226 0.174 0.565
C -2.852864 3.236363 3.083007 0.024 0.007 -0.035 -0.473
C -4.101097 2.614133 3.053852 -0.017 -0.030 -0.019 -0.209
C -4.321225 1.540832 2.199246 0.117 0.097 -0.002 -0.814
C -3.286221 1.093609 1.398140 -0.184 -0.190 -0.023 0.117
N -2.088528 1.690413 1.437701 0.759 -0.283 -0.512 -0.132
H -2.649216 4.088051 3.718486 -0.025 -0.023 0.032 0.447
H -4.892998 2.973546 3.699155 -0.008 0.015 -0.022 0.460
H -5.285589 1.055882 2.142634 0.007 -0.024 0.027 0.450
H -3.401106 0.254815 0.725012 0.036 0.029 -0.017 0.462
N 6.028068 0.225598 -2.746355 0.078 -0.077 0.080 -0.345
C 4.820808 0.585231 -3.204116 -0.142 0.190 -0.086 0.200
O 4.489768 0.676086 -4.362756 0.043 -0.034 0.022 -0.527
C 3.726749 0.864823 -2.176450 0.197 -0.194 0.066 0.814
C 3.623451 0.215710 -0.948397 -0.201 0.168 -0.018 -0.733
C 2.476512 0.382991 -0.197395 0.161 -0.119 0.098 -0.062
N 1.484579 1.178975 -0.622011 -0.904 -0.359 0.468 -0.161
C 1.591493 1.855679 -1.778601 -0.018 0.171 -0.235 -0.207
C 2.703496 1.720538 -2.576357 -0.054 0.009 0.121 -0.576
H 6.758500 0.038282 -3.417695 -0.023 0.015 -0.053 0.260
H 6.296177 0.292851 -1.781000 0.002 0.041 0.020 0.189
H 4.389329 -0.448081 -0.572390 0.030 -0.023 -0.058 0.418
H 2.343612 -0.121605 0.750418 -0.068 -0.022 -0.054 0.441
H 0.772557 2.505907 -2.060696 -0.012 -0.034 0.029 0.517
H 2.771984 2.249895 -3.517463 0.000 -0.055 -0.033 0.533
```
Positions in Å, forces in eV/Å.

Results
Energy (a.u.): -6739.27011
LUMO level (eV): -12.5996
ΔE to the lowest compared entry with this formula, charge and spin (eV): 0.278
Total charge: +3
Multiplicity: 1
Max |F| (hartree/bohr): 0.023

***

2.
The following is a DFT calculation (the ωB97M-V functional and the def2-TZVPD basis) of 4 unconnected molecules or ions with the total composition C30H63N5O6S in a non-equilibrium geometry.

```
105
Properties=species:S:1:pos:R:3:forces:R:3:mulliken_charge:R:1
C 1.026683 -1.358730 4.323319 -0.651 0.287 -0.197 -0.606
O 2.493273 -1.291161 4.251677 -1.160 -0.088 -1.661 -0.389
C 2.768440 -1.024987 2.863171 0.633 0.588 -0.831 -0.166
C 4.195900 -0.289145 2.636893 0.321 0.730 3.199 0.508
O 4.740797 0.297790 3.594428 -1.545 -1.797 -4.015 -0.549
O 4.745816 -0.421654 1.331187 -1.419 1.168 1.698 -0.330
C 5.031648 0.862732 0.717174 2.272 0.581 -1.841 0.401
C 6.161863 0.559040 -0.416081 -0.424 0.345 0.091 -0.850
C 7.642325 0.457487 0.180799 -1.135 0.021 -0.602 -0.491
O 8.518825 -0.038497 -0.901497 -0.237 -1.895 1.677 -0.375
C 8.504892 -1.470408 -0.779077 -1.774 -1.527 -1.701 0.751
C 9.486416 -2.169608 0.268345 -0.412 0.458 0.077 -0.828
O 7.726256 -2.124974 -1.498537 2.769 2.114 2.381 -0.533
C 3.799452 1.544962 -0.052190 -0.816 0.899 0.288 -0.955
C 2.410589 0.755281 0.043433 -0.431 0.350 0.679 -0.439
S 1.323535 1.042782 -1.476822 -0.743 -1.926 0.464 -0.218
C 0.190652 -0.434621 -1.408334 -2.657 -0.873 1.401 0.430
N -1.117913 -0.516172 -0.802407 4.786 -0.607 -2.548 -0.511
N -1.574319 -1.800421 -0.965530 4.962 -1.882 -2.742 0.100
C -0.532245 -2.523399 -1.654418 -1.865 2.863 1.559 -0.093
O 0.587776 -1.692660 -1.966534 -3.720 0.544 2.121 -0.226
H 0.603896 -1.820698 3.361789 0.554 0.367 1.435 0.317
H 0.673083 -1.980272 5.215852 0.817 1.014 -1.202 0.276
H 0.599264 -0.284285 4.358751 0.626 -1.613 0.186 0.230
H 2.785875 -1.954780 2.195478 -0.170 0.974 1.018 0.267
H 1.920619 -0.336830 2.486735 1.614 -0.831 0.212 0.185
H 5.547155 1.553632 1.481878 -1.282 -0.966 -0.947 0.432
H 5.821077 -0.376807 -0.991734 0.806 1.213 0.986 0.236
H 6.171948 1.412226 -1.192444 -0.050 -1.233 1.317 0.204
H 7.998005 1.508373 0.455631 -0.342 -1.657 -0.171 0.315
H 7.657109 -0.281566 1.051084 0.076 1.238 -0.891 0.271
H 10.475829 -2.378244 -0.266490 -1.358 0.417 0.835 0.290
H 9.641328 -1.496586 1.190255 -0.027 -0.982 -1.588 0.295
H 9.036409 -3.164134 0.625605 0.592 1.572 -0.793 0.288
H 3.624199 2.573205 0.445549 0.237 -1.578 -0.834 0.226
H 4.042634 1.791001 -1.153151 -0.179 -0.729 1.744 0.490
H 1.814469 1.233265 0.908251 0.922 -1.208 -1.245 0.360
H 2.498967 -0.374158 0.137813 0.122 1.605 0.032 0.309
H -0.555365 -3.632977 -1.933460 0.252 2.101 0.367 0.373
C -2.356968 4.121705 4.643834 0.103 0.054 0.029 -1.379
C -2.786388 3.037407 5.625441 0.111 0.071 -0.118 -0.399
N -1.751134 2.045402 5.888411 0.098 -0.407 -0.027 0.209
C -2.248433 0.853705 6.570580 -0.195 -0.049 -0.209 -0.489
C -2.810548 1.028012 7.980378 0.047 -0.153 0.243 -1.074
C -0.475106 2.558167 6.378732 0.076 0.235 -0.258 -0.655
C -0.487006 3.389536 7.660337 0.168 0.108 0.210 -1.097
H -1.982168 3.685933 3.713597 0.006 -0.014 0.114 0.298
H -3.211067 4.757000 4.394820 0.053 -0.054 0.061 0.432
H -1.581280 4.767515 5.062929 -0.026 -0.033 -0.057 0.286
H -3.652212 2.533158 5.182662 0.125 -0.195 0.170 0.438
H -3.141442 3.513319 6.548510 -0.091 0.092 0.042 0.293
H -1.459434 0.094003 6.595689 0.107 0.194 -0.025 0.140
H -3.036444 0.413513 5.946428 0.041 0.181 -0.044 0.459
H -2.018053 1.190979 8.712939 -0.099 0.079 -0.029 0.231
H -3.332781 0.115385 8.279033 -0.003 0.028 -0.019 0.429
H -3.526782 1.849048 8.045896 0.058 -0.010 -0.023 0.269
H -0.025497 3.166940 5.586431 -0.146 -0.006 -0.004 0.429
H 0.226305 1.726294 6.505815 -0.247 -0.106 -0.024 0.259
H -1.269844 4.152388 7.658169 0.020 -0.082 -0.023 0.248
H 0.469639 3.911178 7.766601 -0.073 -0.045 -0.026 0.398
H -0.607891 2.768252 8.547458 -0.096 0.078 -0.005 0.278
C -7.964207 -3.592967 -1.437358 0.037 0.099 0.053 -1.414
C -6.935538 -4.711435 -1.557353 -0.033 0.155 -0.047 -0.343
N -5.706762 -4.304227 -2.227141 0.227 -0.117 -0.314 0.113
C -4.858849 -5.426710 -2.617393 -0.244 -0.078 -0.142 -0.687
C -4.276306 -6.295011 -1.503244 0.277 -0.118 0.028 -0.924
C -5.003486 -3.162757 -1.648434 -0.238 0.266 0.028 -0.747
C -4.581250 -3.254819 -0.183625 0.106 0.131 0.234 -0.883
H -8.175547 -3.144947 -2.412147 0.095 -0.033 0.067 0.331
H -8.902448 -3.991729 -1.042380 0.094 0.001 -0.002 0.431
H -7.632504 -2.804940 -0.756773 -0.031 -0.020 -0.066 0.285
H -7.404234 -5.512817 -2.139081 0.276 -0.031 -0.047 0.442
H -6.740503 -5.124172 -0.559115 -0.072 -0.053 0.112 0.272
H -4.039610 -5.060894 -3.246005 -0.077 0.177 0.107 0.346
H -5.446163 -6.076681 -3.278433 -0.095 0.110 0.100 0.393
H -3.465647 -5.786469 -0.978032 -0.121 -0.032 0.066 0.175
H -3.850236 -7.204201 -1.935744 -0.032 0.005 0.006 0.408
H -5.029972 -6.602818 -0.776230 0.027 0.058 -0.021 0.264
H -5.639762 -2.277991 -1.760617 -0.066 -0.129 -0.003 0.328
H -4.120513 -2.934021 -2.254746 -0.086 -0.230 -0.045 0.351
H -5.383736 -3.621255 0.462415 0.010 -0.032 -0.094 0.324
H -4.304806 -2.260478 0.179954 0.017 -0.108 -0.072 0.361
H -3.707915 -3.893007 -0.051596 -0.073 -0.011 0.074 0.166
C -0.178038 4.371417 -8.159544 0.096 0.054 0.028 -1.431
C -0.634756 3.285237 -7.192385 0.127 0.068 -0.104 -0.317
N 0.390707 2.289362 -6.907184 0.079 -0.377 -0.001 0.143
C -0.126492 1.097236 -6.241295 -0.167 -0.065 -0.211 -0.899
C -0.722521 1.269405 -4.845494 0.014 -0.165 0.226 -0.330
C 1.655273 2.796488 -6.383775 0.085 0.236 -0.265 -0.713
C 1.613799 3.623646 -5.099793 0.158 0.103 0.223 -0.544
H 0.218400 3.937539 -9.081599 0.009 -0.013 0.119 0.329
H -1.023912 5.010083 -8.427513 0.050 -0.052 0.065 0.433
H 0.588917 5.013567 -7.719314 -0.024 -0.034 -0.060 0.292
H -1.490839 2.784971 -7.658055 0.118 -0.196 0.175 0.429
H -1.011190 3.759322 -6.276783 -0.098 0.095 0.039 0.262
H 0.659415 0.335371 -6.199108 0.101 0.197 -0.029 0.340
H -0.899993 0.661452 -6.886284 0.041 0.178 -0.037 0.398
H 0.052548 1.427520 -4.093613 -0.072 0.100 -0.027 -0.270
H -1.254755 0.357336 -4.562279 -0.019 0.022 -0.008 0.401
H -1.437724 2.092398 -4.794732 0.058 -0.015 -0.002 0.279
H 2.126228 3.406490 -7.162559 -0.146 -0.008 -0.007 0.360
H 2.350710 1.962200 -6.242162 -0.258 -0.105 -0.033 0.302
H 0.833469 4.388856 -5.118743 0.021 -0.080 -0.019 0.230
H 2.569172 4.142177 -4.967885 -0.067 -0.037 -0.031 0.382
H 1.468957 2.999433 -4.217905 -0.102 0.067 0.002 -0.070
```
Positions in Å, forces in eV/Å.

Results
Energy (a.u.): -2304.01388
LUMO level (eV): -0.1243
Structure (SMILES): COCC(=O)O[C@@H](CCOC(C)=O)CCSc1nnco1.CCN(CC)CC.CCN(CC)CC.CCN(CC)CC
Multiplicity: 1
Max |F| (hartree/bohr): 0.116

***

3.
The following is a DFT calculation (the ωB97M-V functional and the def2-TZVPD basis) of 2 unconnected molecules or ions with the total composition C2H7OS in a non-equilibrium geometry.

```
11
Properties=species:S:1:pos:R:3:forces:R:3:mulliken_charge:R:1
O -1.274012 -1.346957 1.942170 0.006 -0.164 -0.062 -0.684
H -1.964076 -0.805719 1.539413 0.193 0.006 0.037 0.351
C -0.027092 1.595946 -1.368248 -0.011 -0.124 0.153 -0.855
S 0.414379 0.620940 0.009092 0.555 0.243 -1.440 -0.395
C 0.754126 -1.092186 -0.782242 -1.121 0.543 0.747 -1.018
H -0.963179 2.134797 -1.453804 -0.287 -0.476 0.363 0.220
H 0.717874 1.949616 -2.075432 0.410 0.004 0.412 0.164
H -0.490278 -1.065951 1.435486 -0.360 0.118 0.196 0.245
H 1.037554 -0.865559 -1.799514 0.329 -0.089 -0.089 0.459
H 1.468244 -1.674002 -0.200317 0.347 0.096 -0.088 0.281
H -0.192621 -1.635033 -0.782743 -0.061 -0.157 -0.229 0.232
```
Positions in Å, forces in eV/Å.

Results
Energy (a.u.): -553.77426
LUMO level (eV): 4.0457
ΔE to the lowest compared entry with this formula, charge and spin (eV): 2.441
Total charge: -1
Multiplicity: 1
Max |F| (hartree/bohr): 0.030

***

4.
The following is a DFT calculation (the ωB97M-V functional and the def2-TZVPD basis) of C5H13N2O in the gas phase in a non-equilibrium geometry.

```
21
Properties=species:S:1:pos:R:3:forces:R:3:lowdin_spin:R:1
N -1.651955 1.110909 0.342869 0.272 -0.811 0.217 0.001
C -0.217294 1.412384 -0.038878 -0.220 0.234 -0.455 0.000
C 0.062290 2.883028 0.198902 0.318 0.515 -0.199 0.000
C 0.652582 0.339393 0.601727 1.160 -0.272 0.206 0.002
N 1.350701 -0.413396 -0.425808 0.799 0.286 -0.611 0.006
C 1.253501 -1.863775 -0.298450 -0.928 -1.521 -0.618 0.085
C -0.212599 -2.383314 -0.402478 0.210 0.964 0.103 0.534
O -1.242237 -1.618687 -0.054092 -0.089 0.275 0.128 0.285
H -1.744026 0.035790 0.226827 0.478 -0.325 0.021 0.002
H -2.333850 1.546213 -0.271058 0.005 0.238 0.143 0.000
H -1.783917 1.401188 1.323671 -0.282 -0.287 -0.600 0.001
H -0.130137 1.241838 -1.112324 -0.313 -0.228 0.068 0.000
H 0.190233 3.157269 1.243792 -0.134 -0.116 0.220 0.000
H -0.761015 3.477992 -0.221772 0.192 -0.018 0.126 0.000
H 0.980480 3.227586 -0.315144 -0.419 -0.438 0.182 0.000
H 0.059406 -0.371204 1.168260 -0.272 0.069 0.049 0.001
H 1.396507 0.735715 1.297021 -0.144 0.560 0.145 0.001
H 2.313721 -0.050159 -0.541254 -0.899 -0.752 0.176 0.000
H 1.715578 -2.399352 -1.157936 0.256 0.726 0.435 0.011
H 1.779410 -2.249349 0.604171 -0.135 0.262 0.034 0.029
H -0.371516 -3.437807 -0.708997 0.145 0.639 0.232 0.040
```
Positions in Å, forces in eV/Å.

Results
Energy (a.u.): -382.92033
<S²>: 0.75
LUMO level (alpha / beta) (eV): 0.1637 / 0.1507
ΔE to the lowest compared entry with this formula, charge and spin (eV): 2.492
Multiplicity: 2
Max |F| (hartree/bohr): 0.037